Entry 1:
The following is a quantum chemistry calculation of a molecular structure, C30H70BeN10O14SY in a non-equilibrium geometry, from the OMol25 dataset.

The geometry in XYZ format:
```
127
Properties=species:S:1:pos:R:3:forces:R:3
Y -1.917 -0.526 0.890 1.819 0.776 -1.068
S 0.642 0.709 -0.133 -1.698 0.623 -0.131
O 6.602 -3.149 1.416 -3.394 0.737 0.521
O -1.363 -1.098 -5.100 2.181 -1.617 -0.658
O 0.319 -0.443 0.692 2.298 -2.010 2.048
O 0.730 7.234 0.694 -0.244 -2.592 0.004
O -0.993 -2.588 0.014 -0.060 -0.330 0.765
O -3.443 1.190 0.596 -0.358 -0.689 1.038
O -1.241 1.235 2.369 -0.462 -0.428 0.496
O 1.584 0.483 -1.218 2.238 -0.482 -2.315
O 3.423 2.002 -3.461 0.594 1.238 3.574
O -0.752 0.966 -0.546 -0.653 1.789 -1.530
O -2.615 -0.858 -1.380 0.251 -1.381 3.430
O 4.285 1.565 1.281 0.340 0.667 -2.265
O 1.294 1.812 0.552 1.032 2.231 1.501
O -0.935 -1.693 2.870 -0.820 -0.082 -0.432
N 0.140 -2.767 4.534 -0.368 0.990 -1.006
N 0.489 -2.424 -4.585 0.667 -0.541 0.684
N 4.459 -2.583 0.717 -0.621 -0.085 -1.257
N -0.802 5.547 0.358 -0.562 0.537 0.178
N -3.960 -0.123 -3.014 0.269 0.178 -0.993
N 2.055 1.273 -5.128 3.655 1.531 2.015
N -4.714 2.678 -0.484 0.458 1.405 -1.162
N 4.414 0.963 3.466 -1.252 1.938 -1.281
N -1.407 -4.793 -0.399 -0.462 1.699 0.976
N -0.517 1.928 4.457 -1.312 -0.487 -0.359
C -1.166 4.158 0.652 0.555 -0.202 -1.143
C -0.990 -6.154 -0.495 2.266 -0.260 -1.203
C 5.685 0.326 3.277 0.705 -1.354 0.753
C 3.168 -1.881 1.031 1.673 -0.648 -1.134
C 5.411 -2.811 1.638 3.129 -0.648 -0.379
C 4.645 -3.035 -0.712 -0.201 1.145 0.633
C -2.797 -4.585 -0.805 0.379 0.541 0.247
C -0.487 1.872 3.119 0.211 0.163 0.452
C -5.932 3.582 -0.543 1.285 -1.504 -0.327
C 3.765 0.960 4.797 0.134 -0.125 -0.795
C -1.556 1.238 5.294 0.905 0.036 -0.542
C 0.402 6.041 0.746 -0.384 2.206 -0.064
C -1.847 6.413 -0.218 -0.808 -0.175 0.627
C -0.698 -2.728 3.524 -0.421 0.115 -0.208
C 0.348 -2.195 -3.164 0.181 1.414 0.544
C 0.914 1.292 -4.254 -1.598 0.004 0.131
C -4.015 0.364 -4.392 -0.439 0.412 -0.610
C -4.448 1.936 0.563 -0.310 -0.008 -1.308
C 1.942 0.694 -6.411 -1.686 -0.818 -1.345
C 3.282 1.675 -4.625 -2.304 -2.019 -1.387
C -0.394 -1.829 -5.432 -0.695 0.512 0.580
C -0.602 -3.764 0.014 -1.943 -1.911 -1.647
C 3.844 1.607 2.440 -1.121 -1.043 0.749
C 0.318 -3.927 5.323 0.952 -1.328 1.808
C 1.711 -3.197 -4.992 -1.010 -0.233 0.144
C -3.777 2.810 -1.654 -0.160 0.364 0.013
C -2.758 -0.299 -2.436 -1.660 1.291 -2.233
C 0.463 2.656 5.226 0.158 0.382 0.484
C -5.279 -0.387 -2.448 0.020 0.253 1.245
C 0.730 -1.535 5.028 0.284 -0.206 1.066
Be 3.287 2.118 -0.965 -2.439 -2.643 0.767
H -0.029 3.325 5.933 -0.131 -0.129 0.077
H 0.998 5.200 1.135 0.573 0.262 0.205
H -6.372 3.225 -1.474 -0.690 0.605 0.193
H 0.012 1.538 -4.815 0.086 -0.106 -0.485
H 3.719 -0.080 5.119 0.379 0.142 0.396
H 4.237 -2.255 -1.355 -0.157 0.105 -0.026
H -0.057 -6.248 0.061 -0.355 -0.608 0.599
H -1.696 7.491 -0.266 1.067 -0.278 0.227
H -1.197 -3.695 3.357 0.049 0.208 -0.330
H 0.325 -3.031 -2.465 -0.328 -0.574 -0.699
H 2.644 -2.639 -5.063 -0.337 0.607 -0.419
H 1.115 3.309 4.647 -0.039 -0.333 -0.366
H 0.890 2.040 -3.462 0.859 -0.032 -0.119
H -2.022 1.922 6.004 -0.129 0.301 -0.460
H -0.080 -4.884 4.987 -0.342 0.474 -0.671
H 1.177 -1.594 -2.789 0.356 0.101 -0.092
H -6.548 3.382 0.333 -0.092 0.070 -0.247
H -3.124 0.920 -4.685 0.116 -0.399 0.107
H 6.512 0.856 3.749 -0.169 0.056 0.226
H -2.867 -4.473 -1.887 -0.011 0.018 -0.038
H -2.710 6.333 0.443 -0.279 -0.165 -0.020
H -3.431 3.842 -1.725 0.054 0.062 0.374
H -0.612 -6.295 -1.508 -0.270 -0.308 -0.397
H 5.025 -2.658 2.658 0.156 0.095 0.143
H 4.186 1.563 -5.243 -0.548 0.203 -0.402
H -2.177 6.123 -1.216 0.298 -0.391 -0.092
H 0.534 -0.663 4.404 0.114 -0.432 -0.160
H 6.000 0.107 2.257 -0.648 0.388 -0.107
H 0.325 -1.368 6.026 -0.298 0.204 0.067
H -4.244 2.643 -2.625 -0.737 -0.191 0.290
H -2.147 3.966 1.086 -0.192 0.673 0.002
H 1.965 -3.933 -4.229 -0.549 -0.044 0.232
H 4.276 1.637 5.482 0.128 -0.374 0.129
H 3.049 -1.662 2.092 -0.167 -0.723 0.053
H -3.371 -5.459 -0.496 -0.099 0.256 0.035
H 0.422 -4.139 0.170 0.014 0.587 0.453
H 5.687 -3.133 -1.018 0.013 -0.112 0.645
H 1.721 -0.373 -6.381 0.501 -0.343 0.399
H -3.141 -3.668 -0.328 -0.285 -0.167 -0.147
H 2.759 0.840 -7.117 0.001 0.414 0.393
H -4.859 1.035 -4.555 -0.069 0.290 0.570
H -0.108 -2.089 -6.462 -0.507 0.300 -0.162
H -1.910 0.149 -2.977 -0.263 -0.228 -0.085
H 2.842 2.021 2.634 0.338 0.164 0.091
H 2.420 -2.486 0.518 -0.583 0.240 0.687
H 0.695 0.325 -3.799 0.351 -0.056 0.018
H 0.987 1.052 -6.795 0.246 0.429 -0.698
H -0.463 3.630 1.296 0.218 0.618 -0.106
H 1.487 -3.787 -5.881 0.211 0.349 -0.185
H 4.110 -3.954 -0.950 -0.006 -0.126 0.382
H 1.381 -4.112 5.476 0.153 0.062 -0.121
H -1.748 -6.925 -0.355 0.066 0.409 0.673
H -5.838 -1.234 -2.846 0.382 -0.001 -0.396
H 5.519 -0.637 3.760 0.770 -0.172 0.132
H 1.785 -1.700 5.251 0.184 0.084 -0.534
H -0.076 -3.779 6.328 -0.194 0.140 0.060
H 2.725 1.278 4.721 0.174 0.165 -0.334
H -5.648 4.634 -0.594 0.068 -0.162 -0.031
H -1.105 3.626 -0.297 -0.342 -0.415 0.008
H -4.242 -0.419 -5.115 0.550 -0.346 0.163
H -2.906 2.155 -1.672 -0.211 0.022 0.865
H -1.050 0.511 5.929 0.017 -0.193 -0.178
H -5.885 0.514 -2.542 -0.034 0.024 -0.504
H -5.253 -0.511 -1.365 0.510 -0.313 0.021
H -0.515 -1.545 -3.017 -0.115 -0.447 0.106
H -5.287 2.017 1.272 0.702 -0.476 0.577
H -2.270 0.739 4.639 0.045 0.179 0.182
H 1.044 1.928 5.792 0.162 0.194 0.149
H 3.166 -0.896 0.563 0.063 0.024 -0.262
H 0.304 2.487 2.663 0.004 -0.205 0.252
```
Positions in Å, forces in eV/Å.

Calculated values
Total energy = -3236.52892 Eh
HOMO-LUMO gap = 4.32 eV
ΔE to the lowest compared entry with this formula, charge and spin = 620.77 kJ/mol
E_HOMO = -14.8 eV
Net charge = +3
LUMO = -10.44 eV
Largest force on an atom = 4.4 eV/Å

---

Entry 2:
The following is a quantum chemistry calculation of a molecular structure, C30H70F6Na3O20S2 in a non-equilibrium geometry, from the OMol25 dataset.

The geometry in XYZ format:
```
131
Properties=species:S:1:pos:R:3:forces:R:3
S -1.380 0.693 -0.278 -2.102 0.692 1.250
S -5.785 0.935 0.108 1.097 0.159 -1.224
Na -3.003 0.896 2.523 -0.513 -0.494 0.107
Na -3.864 0.519 -2.935 -0.382 -0.324 0.509
Na -0.541 4.375 -0.326 0.232 -0.023 -0.073
F -8.505 0.364 -0.515 1.315 0.169 0.741
F -8.039 0.876 1.577 0.017 0.487 -0.488
F 1.205 0.207 -0.806 0.033 -0.405 0.220
F -7.604 -1.045 0.852 0.628 -0.879 -0.457
F -0.048 0.071 -2.527 -0.220 0.260 -0.876
F -0.201 -1.460 -1.045 0.465 -1.373 0.190
O -5.846 2.359 -0.129 -1.037 0.067 0.391
O -0.069 6.753 -0.714 -1.662 -1.831 -0.078
O -5.391 0.250 -1.139 -0.592 -0.415 1.172
O -0.038 -4.007 0.282 -0.307 0.362 1.280
O 5.953 -2.557 2.042 -0.372 -0.010 0.588
O 2.604 -1.590 -5.852 -0.050 -1.084 -0.969
O -1.187 2.165 -0.356 0.838 -0.832 -0.319
O 1.550 -2.652 3.332 -1.402 0.767 0.163
O 0.832 -4.627 -6.870 -0.665 -0.697 -0.221
O 2.939 1.750 2.949 -1.142 -1.104 -1.473
O 5.088 -0.835 -0.062 -0.890 0.543 0.768
O -4.460 0.897 4.541 2.717 -1.683 0.817
O -2.034 -0.113 4.565 2.301 -1.215 1.016
O -3.212 -1.673 -3.988 -0.298 0.863 0.929
O -1.331 0.235 1.141 0.662 0.309 -2.145
O -5.580 -0.045 -4.473 1.300 -1.610 -0.010
O -4.966 0.652 1.306 -1.004 -0.635 -0.665
O 1.659 4.706 -1.321 0.142 0.252 -0.156
O 1.860 3.313 5.080 -1.691 -1.387 1.573
O -2.620 0.295 -0.962 1.863 0.041 0.081
C -7.595 0.215 0.488 0.011 1.199 0.383
C 0.854 2.535 5.870 0.500 0.344 -0.597
C -5.406 -1.432 -4.920 -0.113 0.089 1.266
C 3.164 2.707 5.130 -0.242 0.643 -0.330
C 0.244 -5.395 0.267 -0.145 0.403 -0.764
C 6.513 -3.585 2.896 0.715 1.219 -1.032
C 4.324 0.306 -0.339 -1.103 0.977 -0.745
C 1.769 5.919 -2.134 -2.069 -2.226 0.279
C -6.107 0.689 -5.524 -0.757 0.913 -0.828
C -4.513 -2.232 -3.957 -0.424 0.246 -0.911
C 1.417 -2.754 1.914 -0.030 -2.478 -0.129
C 3.273 1.444 4.281 -1.568 -0.230 0.756
C -5.478 1.767 4.590 -3.632 0.919 -0.591
C 1.100 7.025 -1.366 2.978 1.138 0.849
C 2.160 -2.969 -5.805 0.221 0.788 1.392
C 0.282 -5.197 -8.087 1.852 0.314 0.372
C 0.016 -0.207 -1.246 -1.023 1.968 1.421
C -2.241 -2.404 -3.247 0.263 -1.020 -1.172
C -3.520 1.217 5.589 -0.627 0.945 -0.326
C 1.584 1.389 2.490 0.347 2.253 -0.772
C -0.883 -1.016 4.614 -0.952 -0.767 -2.107
C 1.953 3.423 -1.927 -0.257 0.874 0.021
C 2.916 -0.998 -4.598 0.013 -0.260 -1.452
C 0.065 -3.440 1.581 -0.356 1.405 0.733
C -0.833 7.934 -0.384 1.041 -1.598 -0.698
C 6.202 -0.521 0.743 0.447 -0.655 0.436
C 2.731 -1.982 3.763 0.122 -1.222 -1.453
C 1.525 -3.417 -7.088 -1.195 0.299 -1.010
C 6.865 -1.812 1.244 0.052 -0.272 -0.739
C -2.558 0.137 5.865 -0.180 0.113 -1.220
H -6.177 1.516 3.792 -0.113 -0.333 0.002
H -0.516 -4.645 -8.582 -0.371 0.168 0.590
H -7.113 0.317 -5.720 -0.133 0.183 -0.370
H -0.730 -1.310 3.576 0.130 0.330 -0.184
H -4.525 -3.252 -4.342 0.326 -0.267 -0.247
H -3.055 2.095 5.139 0.733 0.349 0.762
H 6.827 0.108 0.109 0.798 -0.178 0.156
H 3.471 2.608 6.171 0.069 -0.465 0.094
H 1.531 -1.878 1.276 0.299 0.484 0.537
H -0.191 8.524 0.271 -0.482 0.462 0.020
H 7.272 -3.102 3.512 0.249 -0.198 0.170
H 1.098 5.670 -2.956 0.511 0.294 -0.858
H 3.806 3.472 4.693 0.100 -0.020 -0.084
H -2.269 -3.399 -3.691 0.420 -0.338 0.093
H 2.886 -2.041 4.840 -0.673 0.315 0.007
H 3.115 0.049 -4.826 -0.153 0.070 0.097
H 0.462 1.692 5.300 0.459 -0.295 -0.128
H -1.818 0.493 6.582 0.315 0.040 -0.079
H 5.790 -4.045 3.568 -0.380 0.297 -0.451
H -0.064 3.043 6.164 0.275 1.190 -0.685
H -5.311 2.822 4.374 0.893 0.316 0.388
H 0.099 -0.666 4.935 -0.428 0.618 0.613
H 2.232 -3.509 -7.913 0.608 -0.279 0.134
H -6.370 -1.938 -4.963 -0.333 0.154 0.254
H 2.799 6.137 -2.418 -0.158 0.125 -0.027
H 4.225 0.924 4.382 0.341 0.393 -0.301
H -3.962 1.476 6.551 -0.707 0.267 -0.175
H 2.898 -3.723 -5.530 0.967 0.325 -0.263
H -0.686 -2.654 1.659 -0.365 -0.048 -0.205
H 1.311 2.750 -1.360 0.747 -0.489 0.106
H 3.728 0.843 0.399 0.237 -0.833 1.608
H -1.275 -1.958 -3.483 -0.127 -0.016 0.184
H 2.718 -0.987 3.317 0.493 0.099 0.394
H 0.864 2.111 2.875 -0.107 -0.285 0.979
H -0.150 -4.129 2.399 0.024 -0.439 -0.175
H -0.029 -5.651 -0.756 1.021 -0.382 -0.193
H 1.114 -5.171 -8.792 0.043 -0.270 -0.405
H 1.131 0.400 2.415 0.864 -0.578 1.038
H 2.122 -3.533 1.625 0.763 0.348 -0.489
H 3.512 0.085 -1.032 0.604 -0.481 -0.554
H 6.011 0.058 1.646 -0.820 0.234 0.033
H 3.519 -2.603 3.336 0.740 0.559 -0.128
H 0.797 -2.722 -7.506 -0.108 0.697 0.390
H -1.138 -1.993 5.024 -0.122 0.273 0.798
H 2.021 -1.083 -3.981 0.372 -0.098 0.699
H 3.860 -1.416 -4.250 -0.285 -0.201 0.774
H 4.877 1.177 -0.690 0.778 -0.261 -0.714
H 3.028 3.243 -1.932 -0.072 -0.339 0.521
H 1.796 7.276 -0.566 0.527 0.429 0.082
H 7.808 -1.582 1.741 -0.063 0.282 0.606
H -0.408 -6.061 0.832 -0.225 0.489 0.768
H -3.058 -0.726 6.305 0.022 -0.321 -0.212
H 1.278 -5.492 0.599 0.109 -0.760 -0.497
H 1.072 7.901 -2.014 -0.387 0.129 -0.219
H -6.157 1.759 -5.321 -0.143 -0.097 0.679
H 6.979 -4.333 2.255 0.054 -0.265 0.182
H 1.184 2.211 6.857 0.858 -0.237 -0.201
H -2.360 -2.557 -2.174 -0.509 0.678 0.116
H -5.046 -1.485 -5.947 0.520 0.341 0.062
H 1.501 1.705 1.450 0.836 -0.050 -0.395
H 1.526 -3.042 -4.921 -0.962 -0.052 -0.250
H -5.499 0.662 -6.428 0.116 -0.523 -0.194
H 0.054 -6.247 -7.904 -0.299 0.292 0.170
H -0.987 8.341 -1.383 -0.713 0.911 0.530
H 1.648 3.303 -2.967 -0.316 0.580 -0.233
H 2.539 0.707 4.607 -0.059 -0.053 0.522
H -1.702 7.492 0.102 -0.183 0.850 -0.042
H 7.202 -2.387 0.382 -0.266 -0.401 -0.270
H -6.009 1.642 5.533 -0.221 0.425 0.165
H -4.910 -2.339 -2.948 -0.105 0.568 0.227
```
Positions in Å, forces in eV/Å.

Calculated values
Total energy = -4571.93498 Eh
HOMO-LUMO gap = 8.66 eV
ΔE to the lowest compared entry with this formula, charge and spin = 190.38 kJ/mol
E_HOMO = -11.3 eV
Net charge = +1
LUMO = -2.59 eV
Largest force on an atom = 3.8 eV/Å